# 1
C7H10CaO4 | the ωB97M-V functional and the def2-TZVPD basis

CARTESIAN COORDINATES (ANGSTROEM)
Ca (1.5680, -0.1525, -0.7528)
O (1.8115, -2.7632, -3.2716)
O (-0.5063, 0.1993, -0.2609)
O (5.9366, -1.3648, 2.1589)
O (2.5361, 2.8301, -2.6225)
C (-2.4540, 1.7333, 0.1136)
C (5.0532, -1.1770, 1.4569)
C (-0.7609, -1.5578, 1.5251)
C (1.7142, -1.9444, -2.4340)
C (-0.9479, 1.5502, 0.0454)
C (-1.2722, -1.0076, 0.2086)
C (2.2570, 1.8840, -2.0189)
H (-2.3378, -0.7789, 0.2088)
H (-0.8996, -0.8649, 2.3639)
H (0.3016, -1.8462, 1.5145)
H (-0.5713, 2.2149, -0.7514)
H (-2.7414, 2.8176, 0.0452)
H (-1.1071, -1.7305, -0.5925)
H (-2.9414, 1.2229, -0.7375)
H (-0.4388, 1.8571, 0.9735)
H (-2.8852, 1.3506, 1.0714)
H (-1.3141, -2.4719, 1.7564)

Force components x, y, z for each atom (eV/Å):
Ca 0.099 -0.032 1.139
O -0.616 4.954 5.099
O -0.257 -0.871 -0.012
O -2.415 0.499 -1.948
O -1.281 -4.348 2.784
C -0.766 0.106 0.413
C 2.251 -0.448 1.851
C -0.066 0.388 0.277
C 0.687 -5.702 -5.812
C -0.253 1.159 0.449
C 0.344 0.200 -0.206
C 1.523 5.017 -3.209
H 0.209 0.127 0.109
H -0.054 -0.104 -0.219
H -0.073 0.038 -0.182
H 0.057 -0.508 0.020
H 0.521 -0.987 0.086
H -0.087 0.007 -0.071
H 0.182 0.262 0.359
H -0.368 -0.082 -0.109
H 0.337 0.249 -0.792
H 0.025 0.077 -0.024

For the HOMO energy, the calculation gives -18.5 eV. Its net charge is +2. The calculation puts the energy above the lowest of the compared OMol25 structures with the same formula, charge and spin at 0.5420 eV. Its multiplicity is 1. As for the HOMO-LUMO gap: 9.538 eV.

Löwdin atomic charge list, values in e, 4 entries: number 1, Ca, carries 1.42; number 2, O, carries 0.16; number 3, O, carries -0.44; number 4, O, carries 0.05

***

# 2
C49H113N7O10 | the ωB97M-V functional and the def2-TZVPD basis

CARTESIAN COORDINATES (ANGSTROEM)
O (17.2957, -22.8926, 3.9757)
O (17.4040, -15.9274, -1.5195)
O (19.8126, -17.9655, 4.8520)
O (25.7260, -11.8478, 1.2268)
O (26.6669, -10.2895, 6.7198)
O (22.5096, -12.1055, 2.1718)
O (27.1529, -13.8051, -2.4178)
O (25.0771, -15.6830, 3.9952)
O (24.6815, -22.1570, 2.1656)
O (25.6824, -9.1134, -0.0264)
N (18.6979, -16.4376, -1.8046)
N (22.5883, -16.5100, 3.0423)
N (23.7344, -23.1542, 2.5820)
N (18.9305, -20.4802, 5.5149)
N (27.1923, -11.9751, 3.7169)
N (24.2780, -9.5744, 2.4207)
N (27.8158, -15.0188, -2.7052)
C (19.7168, -14.2453, -0.9621)
C (22.3932, -22.5251, 2.6298)
C (27.4227, -10.2150, 5.5410)
C (27.7195, -15.9730, -0.3483)
C (26.9662, -15.0607, -5.0040)
C (24.1268, -24.2087, 0.3094)
C (23.6758, -18.0162, 1.4518)
C (21.2717, -23.5709, 2.6898)
C (29.3194, -16.7690, -2.0619)
C (25.1896, -25.1399, 2.4327)
C (24.4023, -8.2740, 1.8010)
C (18.1695, -18.6481, -0.9238)
C (27.7999, -17.1439, -3.9877)
C (17.9483, -21.4992, 5.8356)
C (29.6142, -14.5031, -1.1641)
C (19.1514, -14.6599, -3.4030)
C (26.7139, -8.9038, -0.9720)
C (25.6790, -16.1768, -3.1491)
C (19.0907, -17.4251, -0.7885)
C (25.0060, -16.3229, 2.7288)
C (25.6653, -8.1286, 0.9857)
C (28.5522, -15.5187, -1.5559)
C (21.5258, -16.7973, -1.2723)
C (21.0099, -15.8410, -2.3566)
C (19.0008, -16.8688, 0.6584)
C (20.5093, -17.9082, -1.0878)
C (23.8320, -17.2704, 2.7819)
C (27.8325, -11.6045, 4.9933)
C (27.1180, -11.8080, 1.3146)
C (19.5964, -15.2917, -2.0908)
C (22.3637, -13.4498, 2.4855)
C (27.5370, -11.1049, 2.5926)
C (25.8322, -14.4688, 3.9888)
C (25.3433, -10.7299, 6.4860)
C (19.9764, -19.0027, 3.8918)
C (19.2144, -16.8004, 4.3178)
C (18.9477, -20.1210, 4.1031)
C (22.1474, -21.5847, 1.4524)
C (25.1767, -12.4313, 0.0689)
C (28.4375, -17.7836, -2.7729)
C (27.0694, -15.8214, -3.6873)
C (22.8541, -11.3247, 3.3005)
C (24.0152, -24.3773, 1.8181)
C (22.8107, -25.3212, 2.0951)
C (21.4572, -24.7240, 1.7095)
C (18.1382, -22.8179, 5.1064)
C (22.3147, -21.7253, 3.9386)
C (17.3906, -24.1419, 3.3113)
C (22.9538, -9.8593, 2.9517)
H (22.5296, -17.1536, -1.5119)
H (18.2348, -16.9962, 3.8684)
H (22.7755, -25.5695, 3.1567)
H (21.3288, -21.4386, 4.2860)
H (21.1874, -21.0555, 1.5051)
H (19.9999, -16.5984, 1.0078)
H (18.8903, -14.2502, -0.2582)
H (23.9445, -18.0161, 3.5775)
H (18.4059, -24.2603, 2.9131)
H (28.6260, -11.0103, 2.5717)
H (19.8764, -13.9181, -3.7300)
H (27.9460, -14.6067, -5.1770)
H (25.5821, -7.1514, 0.4796)
H (18.0160, -21.7850, 6.8918)
H (24.9425, -25.6556, 3.3591)
H (21.5283, -13.6579, 3.1767)
H (17.1648, -24.9515, 4.0099)
H (28.4624, -17.1209, -4.8554)
H (25.7009, -12.0530, -0.8173)
H (22.1598, -9.4571, 2.3139)
H (26.9332, -9.6124, 4.7617)
H (26.1997, -12.1211, 3.8402)
H (29.8540, -17.2613, -1.2465)
H (25.1903, -13.5245, 0.1286)
H (25.6290, -25.8883, 1.7710)
H (16.9055, -16.1607, -2.3085)
H (20.3067, -23.0885, 2.4856)
H (18.4242, -19.1979, -1.8323)
H (24.1570, -12.0592, -0.0248)
H (23.5566, -8.0601, 1.1277)
H (27.5715, -12.8055, 1.2996)
H (18.9622, -15.4331, -4.1465)
H (22.8158, -15.9935, 3.8961)
H (28.9030, -18.7490, -2.9821)
H (22.0494, -11.4877, 4.0342)
H (30.0679, -16.4068, -2.7735)
H (20.6504, -14.2715, -0.3991)
H (26.3218, -14.1778, -4.9493)
H (30.3453, -14.3454, -1.9600)
H (16.7149, -24.1009, 2.4616)
H (27.5859, -12.3516, 5.7462)
H (20.7441, -25.5046, 1.9993)
H (26.7138, -14.5689, 3.3599)
H (24.2992, -18.9158, 1.4246)
H (21.0981, -23.9842, 3.6872)
H (25.0691, -23.7277, 0.0337)
H (18.5411, -17.5535, 1.3700)
H (25.1106, -16.6904, -3.9283)
H (22.6727, -18.3711, 1.2198)
H (24.0817, -25.1469, -0.2441)
H (26.3532, -14.0563, -1.9305)
H (19.8572, -16.4067, 3.5219)
H (21.2854, -24.4691, 0.6670)
H (24.6993, -10.3580, 1.9268)
H (27.0283, -15.2219, 0.0246)
H (22.1289, -22.0196, 0.4519)
H (24.8125, -9.9111, 5.9892)
H (24.3563, -7.5097, 2.5852)
H (22.9859, -20.8589, 3.8745)
H (18.0077, -23.6921, 5.7529)
H (21.0136, -16.4414, -3.2700)
H (19.7225, -13.2464, -1.4127)
H (28.4202, -16.2828, 0.4362)
H (22.1619, -14.0877, 1.6269)
H (22.8629, -9.3557, 3.9266)
H (16.9204, -21.1212, 5.7429)
H (27.2359, -16.9381, -0.5116)
H (28.8889, -11.6340, 4.7172)
H (22.9688, -26.2747, 1.5819)
H (26.8460, -9.8325, -1.5252)
H (27.6362, -18.1150, -2.0989)
H (17.9888, -19.7950, 3.6655)
H (26.0024, -24.4416, 2.6684)
H (18.4120, -15.9556, 0.6658)
H (22.8907, -20.7897, 1.4639)
H (17.1374, -18.3039, -1.0034)
H (29.1916, -13.5598, -0.8267)
H (20.8237, -18.6907, -0.3921)
H (23.7907, -11.6827, 3.7443)
H (26.6115, -8.0940, 1.5367)
H (26.6438, -15.6640, -5.8486)
H (21.6852, -16.2590, -0.3287)
H (23.2421, -13.8711, 2.9910)
H (26.1692, -14.2101, 4.9916)
H (18.1907, -14.1584, -3.2429)
H (25.2713, -22.1039, 2.9244)
H (22.8376, -22.3053, 4.7058)
H (25.1466, -13.6764, 3.6775)
H (19.1291, -16.0740, 5.1215)
H (20.4535, -18.4467, -2.0446)
H (19.2397, -20.9831, 3.4929)
H (21.7229, -15.0153, -2.3565)
H (25.1099, -15.2872, -2.8598)
H (27.6591, -8.7937, -0.4196)
H (19.1911, -22.8369, 4.7773)
H (19.7152, -18.5830, 2.9115)
H (18.2431, -19.3501, -0.0939)
H (18.7133, -19.5993, 5.9694)
H (25.3178, -11.6382, 5.8692)
H (25.6485, -16.8268, -2.2710)
H (24.9614, -15.6632, 1.8563)
H (23.3432, -23.5620, -0.0807)
H (25.9118, -16.9428, 2.6504)
H (30.2634, -14.9362, -0.3936)
H (26.4948, -8.0413, -1.6022)
H (28.3148, -9.6138, 5.7425)
H (24.0247, -17.3548, 0.6543)
H (20.9960, -19.3743, 3.9312)
H (21.8785, -17.1372, 3.4147)
H (27.0053, -17.8321, -4.3030)
H (27.1084, -10.1072, 2.7080)
H (27.5576, -11.2318, 0.4810)
H (24.8568, -11.0318, 7.4113)

Force components x, y, z for each atom (eV/Å):
O -0.283 -0.095 -0.037
O -0.021 0.018 0.220
O 0.028 -0.112 0.260
O -0.496 -0.218 0.507
O -0.141 -0.190 0.505
O 0.269 0.385 -0.625
O -0.116 -0.315 0.102
O 0.092 0.532 0.071
O -0.014 -0.107 0.298
O -0.024 -0.323 0.018
N 0.654 -0.076 -0.757
N 0.347 0.277 0.868
N 0.500 -0.125 0.094
N -0.035 0.076 -0.689
N 0.507 -0.068 0.674
N 0.056 0.065 0.334
N 0.635 0.656 -0.888
C -0.227 0.855 -0.273
C -0.831 0.035 0.012
C 0.848 0.193 -0.454
C 0.539 -0.535 0.296
C 0.244 1.306 0.304
C 0.617 0.711 -0.413
C 0.844 -0.147 -0.114
C -0.809 -0.080 -0.638
C 0.262 -0.250 -0.374
C 1.155 0.788 0.019
C -0.042 -0.578 0.133
C -0.219 0.285 -0.488
C -0.640 -0.991 -0.108
C -0.644 -0.321 1.043
C 0.607 -0.159 0.359
C -1.067 0.198 0.523
C 0.234 -0.539 1.013
C -0.719 0.038 -0.008
C -0.186 -0.383 1.099
C 0.552 -0.964 1.000
C -0.347 0.928 -0.863
C 0.266 -1.411 -0.421
C -0.334 0.489 0.706
C 0.387 -0.954 0.854
C 0.217 0.420 -0.282
C 0.358 -0.398 -0.999
C -1.567 -0.641 -0.585
C -0.597 0.586 -1.316
C 0.806 0.817 -0.417
C 0.989 -0.512 0.366
C -0.168 -1.096 0.759
C -0.453 -1.028 0.577
C -0.630 -0.613 -0.046
C 0.171 -0.061 -0.359
C -1.148 0.122 -0.418
C 0.297 -0.084 -0.349
C 0.575 0.018 -0.184
C -0.279 0.901 -0.470
C 0.123 0.699 -0.229
C -0.570 0.070 0.622
C -0.095 -0.615 0.612
C -1.228 -0.393 -0.167
C -1.771 -1.661 0.413
C -0.087 0.059 -0.967
C 0.106 -0.676 1.575
C 0.617 0.407 -0.702
C 1.722 0.014 0.171
C 0.465 0.729 0.078
C 1.153 0.083 0.711
H -0.138 -0.269 -0.275
H -0.087 -0.038 0.183
H -0.018 0.161 0.099
H -0.136 -0.050 -0.171
H -0.069 -0.244 0.474
H -0.043 -0.028 0.195
H -0.088 -0.071 -0.088
H 0.507 0.137 0.067
H 0.010 -0.256 0.076
H 0.035 0.013 0.019
H 0.046 -0.076 -0.166
H 0.086 -0.395 -0.319
H 0.137 0.082 0.177
H 0.322 0.470 0.069
H -0.263 0.168 0.053
H -0.041 0.356 -0.005
H -0.111 -0.175 -0.189
H 0.311 0.534 0.247
H 0.165 -0.317 -0.030
H -0.229 -0.451 -0.113
H -0.471 -0.315 0.048
H 0.006 0.487 -0.343
H -0.015 0.265 0.170
H 0.036 -0.051 -0.103
H -0.253 0.059 -0.247
H -0.082 -0.003 0.040
H 0.266 0.389 -0.080
H -0.121 0.060 -0.073
H -0.097 -0.254 0.241
H -0.011 -0.066 -0.082
H -0.128 -0.123 0.032
H 0.351 0.007 -0.138
H -0.102 0.375 -0.265
H 0.524 0.329 -0.345
H 0.161 0.172 0.169
H 0.075 -0.081 0.020
H -0.039 -0.450 0.055
H -0.281 -0.275 0.194
H -0.510 0.274 -0.384
H -0.206 -0.194 0.130
H 0.248 -0.092 0.054
H -0.294 0.171 -0.395
H -0.049 0.262 -0.192
H 0.162 0.131 0.032
H 0.598 -0.032 0.116
H -0.007 -0.002 0.084
H 0.070 -0.155 -0.144
H -0.090 0.140 0.002
H -0.188 0.342 0.252
H -0.033 -0.172 0.281
H -0.036 0.175 0.093
H -0.112 0.252 0.059
H 0.327 0.066 -0.080
H -0.257 0.356 -0.322
H -0.087 0.011 0.112
H 0.245 -0.333 0.169
H -0.358 -0.264 -0.038
H 0.193 0.117 -0.079
H -0.447 0.287 -0.186
H -0.299 0.080 0.101
H 0.072 0.476 -0.319
H -0.096 -0.049 -0.002
H -0.013 0.656 0.204
H 0.158 0.413 -0.342
H -0.108 0.234 -0.139
H -0.084 -0.269 -0.417
H -0.563 0.364 -0.391
H 0.174 0.038 0.675
H 0.222 0.113 -0.098
H -0.332 0.155 -0.369
H -0.049 0.277 0.042
H -0.177 -0.017 0.421
H -0.005 -0.097 -0.059
H -0.167 -0.088 0.117
H 0.136 -0.140 -0.147
H -0.030 -0.166 0.119
H 0.064 0.038 0.008
H -0.118 0.265 0.384
H 0.108 0.104 -0.025
H -0.082 -0.363 0.282
H 0.068 -0.228 0.081
H -0.184 0.036 0.004
H 0.109 0.161 -0.161
H -0.072 -0.383 0.161
H 0.130 0.158 -0.082
H 0.044 0.101 -0.020
H -0.521 -0.285 0.106
H 0.369 0.093 -0.422
H -0.060 0.007 0.007
H -0.014 0.082 -0.041
H 0.072 0.030 0.047
H -0.176 0.167 -0.692
H -0.019 0.031 -0.242
H 0.050 0.445 -0.247
H -0.020 -0.175 0.056
H 0.679 -0.120 -0.134
H 0.142 0.175 0.160
H 0.087 -0.258 0.482
H 0.026 0.169 -0.207
H 0.448 -0.074 -0.056
H -0.235 0.342 0.228
H -0.061 -0.081 0.053
H 0.050 0.117 -0.409
H -0.436 0.104 0.362
H 0.178 0.001 -0.148
H 0.003 -0.222 0.496
H -0.253 -0.106 -0.218
H 0.080 0.057 0.029
H 0.032 -0.296 -0.427
H 0.049 0.095 -0.208
H -0.108 0.128 -0.406
H -0.278 -0.181 -0.145
H 0.176 0.431 0.236

For the HOMO energy, the calculation gives -8.2 eV. The calculation puts the energy above the lowest of the compared OMol25 structures with the same formula, charge and spin at 0.0000 eV. Its multiplicity is 1. Its SMILES is CC1(C)CCCC(C)(C)N1O.CC1(C)CCCC(C)(C)N1O.CC1(C)CCCC(C)(C)N1O.COC[C@H](C)N.COCCNCCOC.COCCNCCOC.COCCNCCOC. As for the HOMO-LUMO gap: 8.709 eV.

Löwdin atomic charge list, values in e, 4 entries: number 1, O, carries -0.20; number 2, O, carries -0.02; number 3, O, carries -0.20; number 4, O, carries -0.22

***

Question: HOMO-LUMO gap of number 2 (C49H113N7O10)?
Answer: 8.709 eV